Formula: C5H11NO2
Source: OMol25
Level of theory: ωB97M-V with the def2-TZVPD basis set

Last columns: bonded neighbours and bond lengths (Å).
Positions of all 19 atoms, in Å:
1 C 1.54320 -1.74069 0.70269  C2 1.543, H7 1.099, H8 1.140, H9 1.094
2 C 0.35100 -1.30307 -0.17442  C1 1.543, C3 1.416, C6 1.366
3 C 0.52126 -0.21822 -1.06791  C2 1.416, C4 1.381, H10 1.114
4 C -0.59903 -0.18900 -1.87513  C3 1.381, N5 1.370, H11 1.154
5 N -1.39041 -1.26497 -1.57240  C4 1.370, C6 1.396, H12 1.090
6 C -0.86331 -1.87345 -0.43142  C2 1.366, N5 1.396, H13 1.030
7 H 2.37512 -1.03553 0.56296  C1 1.099
8 H 1.26912 -1.87567 1.80145  C1 1.140
9 H 2.02731 -2.56552 0.17213  C1 1.094
10 H 1.31758 0.56024 -1.07948  C3 1.114
11 H -0.95018 0.50736 -2.72518  C4 1.154
12 H -2.28900 -1.43117 -2.16603  N5 1.090
13 H -1.36715 -2.65579 0.00942  C6 1.030
14 O 0.41351 4.83782 -0.63549  H15 0.952, H16 0.942
15 H 0.01292 5.44695 -0.02393  O14 0.952
16 H 0.57006 4.13874 -0.02360  O14 0.942
17 O -0.71609 0.02127 2.96770  H18 1.055, H19 0.887
18 H -1.66688 -0.25335 2.60357  O17 1.055
19 H -0.55903 0.89406 2.95507  O17 0.887

The value obtained for the energy relative to the best compared isomer or geometry (same formula, charge and spin) is 54.8 kcal per mole. The energy is -402.29082 Ha. The HOMO energy is -0.2966 Ha. As for the SMILES: Cc1cc[nH]c1.O.O. The multiplicity is 1. For the orbital gap, the calculation gives 8.588 eV. The value obtained for the LUMO energy is 0.5 eV.